1.
The following is a quantum chemistry calculation of a structure of composition C2H6I2O in a non-equilibrium geometry, from OMol25.

Values from the calculation:
2S+1	1
LUMO level	0.091	eV
energy relative to the best compared isomer or geometry (same formula, charge and spin)	13.6	kcal/mol
E_tot	-750.39686	hartree
total charge	0
orbital gap	9.4	eV

Last column: Mulliken charge in e.
Cartesian coordinates (Å):
O: 1.358 -1.077 0.504  -0.544
H: 0.868 0.212 -0.803  0.520
H: 0.736 -1.736 0.121  0.237
H: 2.108 -1.614 0.846  0.267
H: -0.233 1.848 0.794  0.377
C: -0.685 0.859 0.610  -1.014
H: -1.783 0.961 0.647  0.367
I: -1.018 -1.629 -1.088  0.041
C: -0.233 0.327 -0.734  -0.671
H: -0.368 0.172 1.412  0.343
I: -0.750 1.677 -2.308  0.076

Atoms 1-6, force components in eV/Å:
1.991 -1.726 1.212
-1.228 0.215 -0.097
0.909 0.216 0.612
-0.723 0.568 -0.270
-0.144 -0.355 -0.117
-0.328 0.039 0.402

***

2.
The following is a quantum chemistry calculation of the ion C6H11N2O4 with charge +1 in a non-equilibrium geometry, from OMol25.

Values from the calculation:
2S+1	1
LUMO level (spin up / spin down)	-6.670 / -6.669	eV
energy relative to the best compared isomer or geometry (same formula, charge and spin)	0.0	kcal/mol
SMILES	O=[N+]([O-])CC[N+](=O)[C@H]1CCOC1
E_tot	-645.15414	hartree
total charge	+1
orbital gap (spin up / spin down)	8.0 / 8.0	eV

Last column: Mulliken charge in e.
Cartesian coordinates (Å):
N: -1.778 -0.434 -2.123  0.990
H: 0.841 0.563 2.600  0.320
C: 1.182 -1.152 -0.121  -0.698
H: 2.315 -1.915 1.921  0.303
H: -1.619 2.352 -0.206  0.313
H: 2.589 0.434 1.951  0.313
H: 2.271 -1.120 -0.238  0.367
H: -0.178 2.142 -1.294  0.399
C: 1.068 0.401 0.349  0.170
C: -2.204 0.849 -1.569  -0.608
H: -2.422 1.537 -2.401  0.398
C: -0.857 1.658 -0.686  -0.586
C: 1.326 -1.368 2.019  -0.352
O: 0.520 -1.716 0.888  -0.332
H: -3.107 0.714 -0.883  0.375
H: 1.684 0.835 -0.425  0.507
O: -1.138 0.166 0.944  -0.338
H: 0.867 -1.638 3.065  0.302
H: 0.698 -1.387 -1.090  0.520
C: 1.517 0.150 1.823  -0.912
O: -2.661 -1.190 -2.438  -0.500
O: -0.593 -0.663 -2.361  -0.578
N: -0.320 0.783 0.272  0.627

Atoms 1-6, force components in eV/Å:
0.472 -1.476 -1.454
0.650 0.709 -0.852
-1.512 1.316 -2.185
-1.138 0.505 0.239
1.611 -0.443 -0.075
-1.062 0.103 0.057